The following is a DFT calculation (the ωB97M-V functional and the def2-TZVPD basis) of a 6-piece molecular cluster, C45H102ClNO14SSi overall.

Positions of all 165 atoms, in Å:
C  -5.962  -0.726  -4.172
C  -4.527  -1.246  -4.188
O  -4.248  -1.750  -5.484
C  -3.117  -2.594  -5.554
C  -1.777  -1.855  -5.438
O  -0.849  -2.461  -4.561
C  -1.189  -2.424  -3.193
C  -1.136  -1.049  -2.554
O  0.173  -0.618  -2.257
C  0.730  -1.009  -1.018
C  0.804  0.181  -0.036
C  -0.575  0.549  0.550
C  -1.464  -0.575  1.095
C  -2.354  -0.118  2.248
C  -3.267  -1.218  2.792
O  -4.656  -0.874  2.669
C  -5.213  -0.899  1.438
C  -4.950  -2.137  0.627
O  -5.926  -0.016  1.083
N  1.246  1.317  -0.825
C  1.460  2.615  -0.215
C  0.272  3.583  -0.380
O  -0.428  3.424  -1.593
Si  0.139  3.949  -3.061
C  0.950  5.619  -2.898
C  1.348  2.734  -3.796
C  -1.371  4.077  -4.137
C  1.783  -0.161  1.123
C  3.286  -0.186  0.761
C  3.935  -1.576  0.574
C  4.815  -1.691  -0.688
C  4.645  -3.037  -1.415
S  4.476  -2.800  -3.153
O  5.551  -1.992  -3.646
O  3.105  -2.527  -3.482
Cl  4.876  -4.706  -3.787
O  1.393  -1.407  1.688
C  1.216  -1.405  3.085
H  -6.003  0.343  -3.963
H  -6.417  -0.907  -5.144
H  -6.568  -1.228  -3.418
H  -3.821  -0.449  -3.924
H  -4.393  -2.052  -3.454
H  -3.189  -3.374  -4.786
H  -3.180  -3.087  -6.525
H  -1.282  -1.839  -6.409
H  -1.963  -0.810  -5.163
H  -0.460  -3.062  -2.690
H  -2.182  -2.862  -3.023
H  -1.556  -0.292  -3.221
H  -1.761  -1.063  -1.658
H  0.175  -1.838  -0.571
H  1.745  -1.377  -1.214
H  -0.426  1.280  1.353
H  -1.103  1.071  -0.254
H  -0.879  -1.452  1.382
H  -2.143  -0.900  0.304
H  -1.754  0.303  3.060
H  -2.997  0.688  1.880
H  -3.116  -1.381  3.858
H  -3.078  -2.170  2.286
H  -5.710  -2.193  -0.148
H  -4.977  -3.028  1.254
H  -3.967  -2.092  0.154
H  2.006  1.079  -1.442
H  2.350  3.061  -0.666
H  1.670  2.556  0.862
H  0.661  4.604  -0.277
H  -0.452  3.444  0.427
H  1.300  5.959  -3.875
H  1.824  5.577  -2.243
H  0.264  6.356  -2.474
H  1.309  2.823  -4.886
H  1.060  1.714  -3.534
H  2.384  2.904  -3.491
H  -1.101  4.229  -5.183
H  -2.001  3.191  -4.050
H  -1.965  4.935  -3.811
H  1.648  0.617  1.884
H  3.823  0.325  1.564
H  3.449  0.426  -0.127
H  4.557  -1.773  1.450
H  3.172  -2.353  0.566
H  5.871  -1.594  -0.433
H  4.603  -0.862  -1.368
H  3.731  -3.545  -1.132
H  5.475  -3.723  -1.250
H  2.141  -1.119  3.598
H  0.407  -0.740  3.410
H  0.971  -2.428  3.371
C  0.471  9.580  -3.534
C  1.877  9.366  -3.001
O  2.720  8.624  -3.865
C  2.947  9.188  -5.144
C  3.604  10.557  -5.118
H  0.000  8.623  -3.762
H  -0.132  10.096  -2.786
H  0.461  10.188  -4.440
H  1.836  8.776  -2.085
H  2.337  10.327  -2.742
H  2.016  9.225  -5.722
H  3.602  8.473  -5.642
H  2.968  11.311  -4.652
H  3.810  10.885  -6.137
H  4.546  10.519  -4.570
C  -8.352  1.967  0.121
C  -8.801  3.257  -0.541
O  -9.996  3.807  -0.009
C  -9.961  4.137  1.367
C  -8.909  5.168  1.738
H  -9.143  1.216  0.069
H  -7.469  1.574  -0.380
H  -8.085  2.108  1.168
H  -9.032  3.079  -1.592
H  -7.992  3.996  -0.514
H  -9.838  3.236  1.979
H  -10.956  4.532  1.576
H  -7.896  4.799  1.571
H  -8.997  5.417  2.796
H  -9.042  6.079  1.154
C  0.841  -2.634  7.070
C  2.294  -2.676  6.627
O  2.961  -1.428  6.693
C  3.033  -0.828  7.975
C  3.764  -1.663  9.012
H  0.283  -1.901  6.484
H  0.385  -3.614  6.926
H  0.737  -2.373  8.124
H  2.362  -2.969  5.579
H  2.834  -3.440  7.198
H  2.032  -0.564  8.336
H  3.568  0.106  7.807
H  3.245  -2.597  9.230
H  3.839  -1.103  9.945
H  4.771  -1.903  8.670
C  0.121  -6.460  1.368
C  0.773  -5.125  1.055
O  2.074  -5.233  0.505
C  2.175  -5.941  -0.719
C  1.343  -5.345  -1.839
H  0.749  -7.045  2.041
H  -0.842  -6.293  1.852
H  -0.061  -7.050  0.469
H  0.914  -4.556  1.973
H  0.127  -4.522  0.406
H  1.940  -7.003  -0.585
H  3.235  -5.885  -0.972
H  0.272  -5.412  -1.647
H  1.545  -5.860  -2.778
H  1.586  -4.291  -1.984
C  6.051  -4.186  5.037
C  5.220  -5.403  4.672
O  4.023  -5.085  3.982
C  4.170  -4.384  2.757
C  4.965  -5.126  1.699
H  5.446  -3.478  5.606
H  6.916  -4.469  5.638
H  6.424  -3.668  4.152
H  4.884  -5.911  5.576
H  5.822  -6.123  4.105
H  4.603  -3.390  2.931
H  3.153  -4.230  2.399
H  6.004  -5.280  1.994
H  4.964  -4.549  0.773
H  4.516  -6.099  1.498

- SMILES: CCOCCOCCOC[C@](CCCCOC(C)=O)(NCCO[Si](C)(C)C)[C@H](CCCCS(=O)(=O)Cl)OC.CCOCC.CCOCC.CCOCC.CCOCC.CCOCC
- DFT total energy: -4031.66236 Eh



The following is a DFT calculation (the ωB97M-V functional and the def2-TZVPD basis) of C7H9N3O2 as an isolated structure.

Positions of all 21 atoms, in Å:
C  -0.032  1.717  0.241
C  2.251  2.202  0.290
C  -0.023  0.407  -0.023
C  1.949  -0.019  -0.051
C  -2.128  -0.150  -1.275
C  -1.364  -1.270  1.006
C  -0.983  -0.641  -0.334
N  1.080  2.585  0.323
N  2.731  0.898  0.054
N  2.137  -1.423  0.037
O  2.569  -1.730  1.113
O  1.626  -2.172  -0.799
H  -0.909  2.375  0.506
H  3.192  2.900  0.215
H  -2.405  -0.736  -2.067
H  -1.955  0.941  -1.658
H  -3.008  0.071  -0.638
H  -0.445  -1.539  1.495
H  -1.854  -2.318  0.878
H  -1.979  -0.636  1.631
H  -0.449  -1.464  -0.944

- Relative energy (zero: lowest compared OMol25 entry of this formula, charge and spin): 179.23 kcal/mol
- DFT total energy: -586.63478 Eh



Number 1: highest occupied orbital energy -8.52 eV, lowest unoccupied orbital energy 0.0103 Eh, frontier orbital gap 8.8 eV. Number 2: highest occupied orbital energy -9.65 eV, lowest unoccupied orbital energy -0.0311 Eh, frontier orbital gap 8.8 eV.